No. 1
Molecular formula: C6H4Br2F12O12S4Ti
Method: DFT, the ωB97M-V functional and the def2-TZVPD basis

The geometry in ORCA input format:
```
! wB97M-V def2-TZVPD RIJCOSX def2/J DEFGRID3
* xyz -3 4
Ti -0.359 0.129 0.005
C -1.362 4.582 1.252
F -0.914 5.058 0.092
F -0.316 4.295 2.012
F -2.091 5.543 1.855
S -2.456 3.088 1.014
O -1.534 1.979 0.782
O -3.249 3.017 2.225
O -3.279 3.454 -0.110
C 2.386 -1.047 -2.298
F 3.308 -1.523 -3.156
F 1.313 -1.838 -2.385
F 2.879 -1.152 -1.061
S 2.029 0.741 -2.686
O 0.970 1.108 -1.733
O 3.283 1.409 -2.467
O 1.611 0.729 -4.063
C -3.554 -1.205 -3.365
F -3.603 -2.165 -2.432
F -3.258 -1.768 -4.540
F -4.799 -0.703 -3.456
S -2.357 0.219 -2.981
O -1.695 -0.269 -1.763
O -1.551 0.318 -4.161
O -3.210 1.356 -2.773
C 2.999 1.412 3.292
F 2.105 1.852 4.192
F 4.203 1.895 3.642
F 3.032 0.075 3.349
S 2.537 1.945 1.569
O 3.677 1.604 0.759
O 1.333 1.141 1.367
O 2.323 3.371 1.628
Br -0.074 -6.931 3.331
C 0.179 -4.981 2.684
C -0.336 -4.727 1.347
Br 0.089 -2.599 0.900
H 1.248 -4.784 2.760
H -0.258 -4.404 3.494
H -1.408 -4.913 1.305
H 0.157 -5.309 0.574
*
```

As for the expectation value of S²: 3.758. As for the HOMO energy (alpha / beta): 0.82 / -2.22 eV. Its orbital gap (alpha / beta) is 4.65 / 7.46 eV.

=====

No. 2
Molecular formula: C35H43Cl5F5N4O3V
Method: DFT, the ωB97M-V functional and the def2-TZVPD basis

The geometry in ORCA input format:
```
! wB97M-V def2-TZVPD RIJCOSX def2/J DEFGRID3
* xyz -1 4
V -0.372 -0.282 0.712
C 0.187 1.958 -1.879
C -1.189 1.638 -1.842
C -1.645 1.914 -0.500
C -0.483 2.329 0.222
C 0.628 2.416 -0.629
C 1.900 3.204 -0.324
C 2.348 3.951 -1.587
C 1.614 4.248 0.763
C 3.081 2.348 0.161
C -3.040 2.093 0.140
C -2.933 3.036 1.354
C -4.088 2.734 -0.765
C -3.537 0.753 0.702
C -1.926 1.318 -3.153
C -0.932 0.799 -4.211
C -3.055 0.272 -3.013
C -2.503 2.604 -3.784
H 0.802 1.904 -2.766
H -0.514 2.738 1.219
H 1.554 4.606 -1.950
H 2.599 3.256 -2.390
H 3.235 4.556 -1.374
H 0.768 4.877 0.483
H 2.492 4.883 0.913
H 1.382 3.778 1.720
H 3.439 1.689 -0.637
H 2.800 1.741 1.028
H 3.922 2.980 0.459
H -2.485 3.993 1.079
H -2.338 2.599 2.155
H -3.935 3.223 1.750
H -3.758 3.715 -1.111
H -5.008 2.875 -0.189
H -4.338 2.130 -1.627
H -2.757 0.521 1.431
H -3.604 -0.005 -0.077
H -4.493 0.827 1.225
H -0.378 -0.081 -3.875
H -0.209 1.568 -4.484
H -1.482 0.531 -5.117
H -2.873 -0.420 -2.199
H -3.152 -0.313 -3.931
H -4.026 0.732 -2.833
H -1.693 3.311 -3.977
H -3.223 3.097 -3.149
H -2.991 2.370 -4.736
N 1.690 -0.440 -0.646
C 1.968 -1.691 0.080
C 3.445 -2.073 0.132
C 3.838 -3.199 1.083
C 3.202 -4.581 0.832
N 2.634 -4.788 -0.492
C 1.297 -4.990 -0.692
N 0.447 -4.841 0.258
N 0.981 -5.374 -1.994
C 1.238 -1.450 1.374
O 1.019 -2.603 2.140
O 2.137 -0.603 2.169
H 1.889 -0.524 -1.635
H 2.267 0.299 -0.265
H 1.400 -2.470 -0.429
H 4.014 -1.183 0.417
H 3.755 -2.322 -0.891
H 3.587 -2.898 2.101
H 4.927 -3.293 1.043
H 2.397 -4.751 1.543
H 3.949 -5.360 1.005
H 3.245 -5.126 -1.215
H 0.708 -3.316 1.554
H -0.499 -5.005 -0.069
H 1.626 -5.040 -2.695
H 0.026 -5.174 -2.254
Cl -0.613 -1.955 -2.086
C -1.677 -2.590 -0.856
C -1.664 -1.979 0.393
C -2.461 -2.607 1.353
Cl -2.475 -1.993 2.972
C -3.258 -3.718 1.078
Cl -4.239 -4.437 2.300
C -3.265 -4.262 -0.205
Cl -4.246 -5.633 -0.573
C -2.459 -3.696 -1.184
Cl -2.416 -4.390 -2.771
F 1.600 0.876 6.304
C 2.344 1.392 5.331
C 2.614 0.882 3.986
F 3.898 0.846 3.540
C 1.605 -0.030 3.283
F 1.212 -1.002 4.200
C 0.399 0.874 3.053
O -0.661 0.434 2.436
C 0.591 2.071 3.637
F -0.334 3.038 3.767
C 1.933 2.245 4.220
F 2.589 3.416 3.961
*
```

As for the expectation value of S²: 3.787. As for the HOMO energy (alpha / beta): -4.29 / -4.32 eV. Its orbital gap (alpha / beta) is 6.38 / 5.49 eV.

=====

No. 3
Molecular formula: C26H30N7O10S2Sn
Method: DFT, the ωB97M-V functional and the def2-TZVPD basis

The geometry in ORCA input format:
```
! wB97M-V def2-TZVPD RIJCOSX def2/J DEFGRID3
* xyz -1 1
Sn 0.430 -0.302 -0.620
C -3.836 -1.181 3.002
N -3.157 -2.055 2.060
C -2.622 -3.284 2.607
C -2.706 -1.635 0.847
O -2.013 -2.320 0.118
C -3.129 -0.230 0.417
O -2.249 0.222 -0.574
C -2.763 0.647 -1.806
C -1.815 0.203 -2.914
O -0.947 -0.643 -2.703
N -1.978 0.774 -4.117
C -0.985 0.486 -5.143
C -2.850 1.921 -4.325
H -4.327 -1.804 3.749
H -4.607 -0.587 2.515
H -3.145 -0.509 3.516
H -3.432 -3.933 2.948
H -1.966 -3.067 3.455
H -2.050 -3.789 1.835
H -3.073 0.458 1.259
H -4.166 -0.254 0.062
H -2.856 1.737 -1.803
H -3.744 0.198 -2.007
H -0.628 -0.532 -5.015
H -0.137 1.169 -5.048
H -1.452 0.594 -6.121
H -3.849 1.729 -3.932
H -2.943 2.082 -5.397
H -2.439 2.823 -3.863
O 2.339 0.900 -1.712
S 2.790 1.647 -0.528
O 4.218 1.623 -0.328
O 2.002 1.209 0.638
C 2.384 3.381 -0.780
C 3.320 4.273 -0.275
C 3.110 5.642 -0.341
C 1.955 6.132 -0.923
C 1.019 5.249 -1.440
C 1.224 3.877 -1.378
S -0.064 2.868 -2.105
O 0.418 2.389 -3.378
O -1.242 3.709 -2.180
O -0.276 1.789 -1.107
H 4.218 3.873 0.173
H 3.848 6.319 0.068
H 1.777 7.198 -0.975
H 0.101 5.603 -1.886
C 2.072 -4.769 -1.920
C 2.534 -3.354 -1.672
O 1.844 -2.390 -1.987
N 3.759 -3.253 -1.078
C 4.218 -2.000 -0.527
C 3.762 -1.772 0.898
C 4.489 -0.948 1.747
C 3.985 -0.679 3.006
C 2.784 -1.257 3.385
C 2.142 -2.080 2.477
N 2.609 -2.336 1.256
H 1.206 -4.742 -2.575
H 1.782 -5.217 -0.968
H 2.861 -5.375 -2.365
H 4.137 -4.097 -0.679
H 3.819 -1.214 -1.165
H 5.305 -1.941 -0.588
H 5.399 -0.484 1.396
H 4.504 -0.005 3.675
H 2.339 -1.043 4.348
H 1.189 -2.536 2.722
N -0.537 -0.124 1.856
C -0.472 0.471 2.850
C -0.458 1.143 4.070
C 0.637 1.001 4.949
N 1.526 0.880 5.678
C -1.613 1.859 4.452
N -2.571 2.422 4.775
*
```

As for the HOMO energy: -5.25 eV. Its orbital gap is 7.78 eV.

=====

No. 4
Molecular formula: C5H7NO
Method: DFT, the ωB97M-V functional and the def2-TZVPD basis

The geometry in ORCA input format:
```
! wB97M-V def2-TZVPD RIJCOSX def2/J DEFGRID3
* xyz 0 1
O 2.299 1.652 -1.041
C 1.865 0.544 -1.264
N 0.706 0.041 -0.725
C -0.121 0.778 0.107
C -1.191 0.256 0.726
C -1.513 -1.131 0.595
C -1.713 -2.314 0.455
H 2.359 -0.177 -1.940
H 0.440 -0.915 -0.924
H 0.194 1.807 0.240
H 1.788 0.167 2.029
H 1.050 0.167 2.106
H -1.805 0.886 1.362
H -1.915 -3.357 0.341
*
```

As for the structure (SMILES): C#C/C=C\NC=O.[H][H]. As for the HOMO energy: -8.79 eV. Its orbital gap is 9.42 eV.